{
  "formula": "C6H11N",
  "method": "the ωB97M-V functional and the def2-TZVPD basis",
  "largest_force_ev_per_a": 4.0,
  "smiles": "C=NC(=C)CCC",
  "homo_energy_ev": -8.7,
  "spin_multiplicity": 1,
  "e_tot_ev": -7887.680,
  "de_lowest_ev": 2.851,
  "homo_lumo_gap_ev": 8.8,
  "species": ["C", "N", "C", "C", "C", "C", "C", "H", "H", "H", "H", "H", "H", "H", "H", "H", "H", "H"],
  "xyz": [[2.2584, -0.1941, -0.9774], [1.9122, 0.1242, 0.2079], [0.7960, -0.3512, 0.8817], [0.6726, -0.5124, 2.2057], [-0.4233, -0.8218, 0.0220], [-1.0366, 0.1253, -1.0009], [-1.6263, 1.3783, -0.3576], [3.3147, -0.2190, -1.2359], [1.4415, -0.4895, -1.6298], [1.6073, -0.7233, 2.7414], [-0.1779, -0.3013, 2.8527], [-1.1807, -1.2428, 0.6850], [0.0409, -1.6778, -0.4984], [-1.7574, -0.5116, -1.5502], [-0.4023, 0.4091, -1.8383], [-2.5616, 1.1140, 0.1455], [-0.9857, 1.7530, 0.4334], [-1.8919, 2.1409, -1.0867]],
  "atomic_forces_ev_per_a": [[-1.7, 0.1, 1.2], [2.9, -1.7, 1.2], [-3.7, 0.6, -1.4], [2.3, 0.5, 0.7], [1.4, 0.4, 0.0], [-0.5, -0.4, -0.5], [-0.9, -0.7, 0.0], [-0.2, 0.8, -0.4], [0.6, -0.7, -0.8], [-0.2, 1.0, 0.1], [-0.4, -1.2, -0.8], [0.0, 0.2, 0.0], [-0.5, 0.0, 0.0], [-0.4, 0.6, 0.4], [0.7, 0.1, 0.3], [0.0, 0.0, 0.0], [0.3, 0.3, -0.2], [0.3, 0.1, 0.0]]
}

***

{
  "formula": "C14H33HgN3NbO2Si",
  "method": "the ωB97M-V functional and the def2-TZVPD basis",
  "largest_force_ev_per_a": 4.4,
  "total_charge": 2,
  "homo_energy_ev": [-15.8, -15.8],
  "spin_multiplicity": 2,
  "e_tot_ev": -37208.958,
  "s_squared": 0.756,
  "homo_lumo_gap_ev": [7.7, 5.8],
  "species": ["N", "C", "O", "Hg", "Nb", "N", "N", "C", "C", "C", "C", "C", "C", "C", "C", "H", "H", "H", "H", "H", "H", "H", "H", "H", "H", "H", "H", "H", "H", "H", "H", "H", "H", "C", "H", "H", "H", "C", "H", "H", "H", "C", "Si", "C", "C", "O", "H", "H", "H", "H", "H", "H", "H", "H", "H"],
  "xyz": [[0.0127, 1.6122, 1.0888], [0.2008, 2.0674, 2.2121], [0.3668, 2.5101, 3.2914], [-1.7511, 2.6849, -2.3772], [-0.0103, 0.2237, -0.3412], [1.5392, 0.7258, -1.4857], [-1.8202, 0.6243, -1.2230], [2.9014, 1.0350, -1.0116], [-3.1672, 0.5944, -0.5669], [3.0457, 2.5569, -1.0343], [3.9063, 0.3744, -1.9586], [3.1219, 0.5190, 0.4009], [-4.2760, 0.6999, -1.6218], [-3.3713, -0.7222, 0.1861], [-3.2316, 1.7538, 0.4209], [2.9203, 2.9672, -2.0418], [4.0484, 2.8305, -0.6757], [2.2994, 3.0322, -0.3829], [3.6980, -0.6942, -2.0753], [4.9122, 0.4867, -1.5356], [3.9134, 0.8365, -2.9518], [2.3948, 0.9190, 1.1220], [4.1175, 0.8559, 0.7253], [3.1221, -0.5797, 0.4441], [-4.2353, 1.6468, -2.1736], [-5.2543, 0.6814, -1.1091], [-4.2365, -0.1313, -2.3367], [-3.3263, -1.5840, -0.4916], [-4.3702, -0.7046, 0.6548], [-2.6267, -0.8709, 0.9798], [-2.4162, 1.7001, 1.1588], [-4.2059, 1.7367, 0.9388], [-3.1557, 2.7253, -0.0917], [-1.6263, -0.4803, -2.2401], [-0.6185, -0.9742, -2.0996], [-2.4117, -1.2472, -2.1685], [-1.6312, -0.0634, -3.2612], [1.3785, 0.9563, -2.9352], [1.5798, 0.0387, -3.5118], [0.3677, 1.3104, -3.1758], [2.0746, 1.7465, -3.2431], [-0.1443, -3.9688, 1.8058], [0.3560, -2.2109, 2.2050], [-0.7187, -1.4753, 3.5536], [2.1501, -2.1175, 2.7597], [0.1785, -1.3087, 0.8060], [-0.0098, -4.6215, 2.6795], [0.4648, -4.3721, 0.9868], [-1.1986, -4.0215, 1.5062], [-0.6403, -2.0890, 4.4632], [-0.4042, -0.4568, 3.8153], [-1.7756, -1.4484, 3.2627], [2.8344, -2.4431, 1.9649], [2.4193, -1.0954, 3.0579], [2.3095, -2.7711, 3.6310]],
  "atomic_forces_ev_per_a": [[0.1, -0.6, -0.5], [0.2, 0.7, 1.9], [-0.4, -1.1, -2.7], [0.0, 0.4, 0.0], [1.9, 0.0, 2.5], [-2.3, -0.7, 0.8], [0.6, -1.5, -0.4], [0.6, 0.0, 0.0], [-0.7, 0.2, 0.3], [0.1, 0.3, 0.1], [0.4, 0.0, 0.0], [0.2, -0.2, 0.3], [-0.1, 0.0, 0.2], [0.0, -0.3, 0.2], [-0.1, 0.1, 0.2], [0.2, 0.0, 0.2], [-0.3, 0.0, -0.1], [0.2, -0.1, 0.0], [0.1, 0.1, 0.1], [-0.2, -0.1, -0.1], [0.1, -0.1, 0.2], [0.2, -0.1, -0.2], [-0.3, -0.1, 0.0], [-0.1, 0.3, 0.0], [0.0, 0.0, 0.0], [0.4, -0.1, -0.3], [-0.2, 0.2, 0.1], [-0.2, 0.1, 0.3], [0.5, -0.1, -0.2], [-0.1, 0.1, -0.1], [-0.5, 0.0, -0.2], [0.5, 0.1, -0.2], [-0.1, -0.1, 0.1], [-0.2, 0.7, -0.3], [-0.4, -0.1, -0.3], [0.6, 0.2, 0.1], [0.2, -0.4, 0.4], [-0.1, 0.0, -0.1], [0.0, 0.4, 0.2], [0.1, -0.1, 0.0], [-0.4, -0.3, -0.1], [0.0, 0.3, -0.3], [0.6, -1.4, 2.0], [-0.1, 0.2, -0.4], [-0.2, 0.1, -0.3], [-0.6, 3.0, -3.2], [0.0, 0.2, -0.2], [-0.1, 0.0, 0.2], [0.2, -0.1, 0.1], [0.0, 0.1, -0.3], [-0.1, -0.2, 0.0], [0.1, 0.0, 0.1], [-0.1, 0.0, 0.2], [0.0, -0.2, 0.0], [-0.1, 0.2, -0.3]]
}